(1)
Below is C5H4FNO as an isolated structure, with properties calculated with wB97M-V/def2-TZVPD.

```
12
Properties=species:S:1:pos:R:3:nbo_charge:R:1
C 1.305 -0.103 0.061 0.2320
C 0.708 1.100 -0.061 -0.4063
C -0.716 0.884 -0.039 0.4928
C -0.879 -0.686 0.133 0.3602
C 0.281 -1.141 -0.014 -0.3319
H 3.264 0.553 0.018 0.3856
H 3.159 -0.969 0.842 0.3475
H 1.243 2.023 -0.139 0.2255
H 0.353 -2.143 -0.075 0.2261
N 2.673 -0.253 -0.144 -0.7511
O -1.568 1.726 0.066 -0.4856
F -2.042 -1.313 -0.072 -0.2948
```

## Properties
Energy relative to the best compared isomer or geometry (same formula, charge and spin) in kcal/mol: 70.51
Highest occupied orbital energy in eV: -8.9506
Frontier orbital gap in eV: 8.5



(2)
Below is C7H17N in the gas phase, with properties calculated with wB97M-V/def2-TZVPD.

```
25
Properties=species:S:1:pos:R:3:nbo_charge:R:1
C -0.492 -0.457 1.410 -0.2208
N -0.518 0.974 0.920 -0.6249
C -0.172 1.086 -0.539 -0.2210
C 1.125 0.383 -1.020 -0.2510
C 1.132 0.744 -2.556 -0.6083
C 2.349 1.008 -0.341 -0.6219
C -1.442 -1.350 0.599 -0.4368
C -2.049 -2.370 1.512 -0.6363
H -0.829 -0.247 2.424 0.2031
H 0.577 -0.750 1.415 0.1691
H 0.223 1.509 1.361 0.3428
H 0.007 2.162 -0.681 0.1955
H -1.003 0.623 -1.072 0.1919
H 1.077 -0.709 -0.967 0.2011
H 2.020 1.370 -2.699 0.2038
H 0.303 1.359 -2.879 0.2063
H 1.099 -0.153 -3.183 0.2124
H 2.416 0.709 0.706 0.2087
H 3.293 0.926 -0.896 0.2173
H 2.193 2.095 -0.370 0.1982
H -0.872 -1.716 -0.268 0.2019
H -2.172 -0.633 0.200 0.2182
H -2.974 -2.942 1.288 0.2235
H -2.716 -1.848 2.223 0.2140
H -1.392 -3.067 2.025 0.2132
```

## Properties
Energy relative to the best compared isomer or geometry (same formula, charge and spin) in kcal/mol: 39.62
Highest occupied orbital energy in eV: -8.6644
Frontier orbital gap in eV: 9.8
Structure (SMILES): CCCNCC(C)C



(3)
Below is C15H26ClNNaO4 as an isolated structure, with properties calculated with wB97M-V/def2-TZVPD.

```
48
Properties=species:S:1:pos:R:3:nbo_charge:R:1
C -0.599 1.768 -3.384 -0.6435
C 0.705 1.175 -3.897 -0.0525
O 0.912 -0.039 -3.185 -0.5742
C 2.261 -0.355 -2.882 -0.0601
C 2.329 -1.130 -1.577 -0.4564
C 1.882 -0.452 -0.270 0.2480
Cl 1.831 1.391 -0.492 -0.1353
N 2.803 -0.736 0.811 -0.6542
C 2.107 -1.082 1.977 0.7085
O 2.572 -1.745 2.865 -0.5410
C 0.703 -0.532 1.813 -0.3421
C -0.314 -1.000 2.848 -0.4127
C -1.058 0.122 3.593 -0.2124
C -0.098 0.947 4.457 -0.6121
C -1.896 1.020 2.680 -0.6067
C 0.516 -0.880 0.330 -0.2483
C -0.771 -0.402 -0.337 -0.4050
C -1.299 -1.364 -1.388 -0.0901
O -2.384 -0.748 -2.116 -0.5149
C -3.339 -0.194 -1.378 0.6800
O -3.648 0.968 -1.519 -0.6293
H -0.400 2.193 -2.405 0.1222
H -1.326 0.955 -3.299 0.2424
H -1.010 2.536 -4.043 0.2405
H 1.544 1.854 -3.727 0.1868
H 0.627 0.975 -4.971 0.1937
H 2.697 -0.978 -3.673 0.1961
H 2.860 0.557 -2.814 0.1913
H 1.744 -2.050 -1.688 0.2250
H 3.376 -1.433 -1.467 0.2331
H 3.562 -1.375 0.609 0.4124
H 0.859 0.552 1.910 0.2427
H -1.034 -1.686 2.382 0.2013
H 0.220 -1.598 3.593 0.2558
H -1.751 -0.381 4.278 0.2162
H 0.202 0.397 5.350 0.2293
H -0.574 1.875 4.789 0.2151
H 0.812 1.230 3.922 0.1993
H -2.684 0.448 2.175 0.1971
H -2.378 1.810 3.258 0.2303
H -1.263 1.489 1.914 0.1691
H 0.543 -1.980 0.263 0.2248
H -0.575 0.585 -0.772 0.1642
H -1.520 -0.293 0.453 0.2261
H -1.619 -2.307 -0.928 0.1980
H -0.546 -1.576 -2.145 0.2370
H -3.833 -0.846 -0.646 0.1433
Na -1.745 2.312 -1.262 0.9609
```

## Properties
Highest occupied orbital energy in eV: -12.7266
Frontier orbital gap in eV: 9.2
Net charge: +1



(4)
Below is C5H10 in the gas phase, with properties calculated with wB97M-V/def2-TZVPD.

```
15
Properties=species:S:1:pos:R:3:nbo_charge:R:1
C -0.274 -1.452 -1.447 -0.6031
C -0.439 -0.023 -0.937 -0.4898
C 0.757 0.506 -0.172 -0.0948
C 0.353 0.254 1.632 -0.5351
C 0.363 1.540 0.814 -0.4735
H -0.258 -2.169 -0.615 0.1961
H -1.097 -1.735 -2.113 0.2070
H 0.670 -1.554 -1.991 0.2164
H -0.476 0.662 -1.798 0.2339
H -1.411 0.095 -0.421 0.1735
H 0.880 -0.498 0.880 0.2866
H 1.085 0.228 2.438 0.2443
H -0.639 -0.115 1.893 0.2266
H -0.632 1.991 0.723 0.1992
H 1.118 2.269 1.113 0.2127
```

## Properties
Energy relative to the best compared isomer or geometry (same formula, charge and spin) in kcal/mol: 87.81
Highest occupied orbital energy in eV: -8.0314
Frontier orbital gap in eV: 9.2



(5)
Below is C2H3N3O2 as an isolated structure, with properties calculated with wB97M-V/def2-TZVPD.

```
10
Properties=species:S:1:pos:R:3:nbo_charge:R:1
N 0.218 1.438 0.862 -0.8261
C -0.801 0.608 1.119 0.5979
N -1.629 0.264 2.015 -0.1766
O -1.357 -0.348 0.430 -0.4455
C 0.619 -1.556 -1.884 0.8872
O 0.304 -2.115 -2.857 -0.4836
N 1.015 -0.876 -0.945 -0.8296
H 0.724 1.310 -0.005 0.4330
H 0.174 2.364 1.260 0.4172
H 0.753 -1.134 0.001 0.4260
```

## Properties
Energy relative to the best compared isomer or geometry (same formula, charge and spin) in kcal/mol: 83.01
Highest occupied orbital energy in eV: -9.7085
Frontier orbital gap in eV: 9.9



(6)
Below is C28H27CoN8O2S as an isolated structure, with properties calculated with wB97M-V/def2-TZVPD.

```
67
Properties=species:S:1:pos:R:3:nbo_charge:R:1
Co -0.749 -0.275 -0.094 1.3161
C -1.729 -1.835 2.110 -0.2676
N -2.259 -0.778 1.227 -0.3920
C -3.379 -1.274 0.398 -0.2699
C -3.535 -0.327 -0.757 0.2133
C -4.707 -0.179 -1.479 -0.2273
C -4.731 0.730 -2.524 -0.1013
C -3.592 1.477 -2.802 -0.2334
C -2.462 1.269 -2.041 0.0836
N -2.439 0.381 -1.041 -0.4559
C -2.691 0.410 1.995 -0.2646
C -1.609 1.440 2.030 0.2116
C -1.527 2.405 3.016 -0.2251
C -0.555 3.387 2.912 -0.1041
C 0.297 3.376 1.819 -0.2200
C 0.170 2.371 0.882 0.0720
N -0.764 1.414 0.991 -0.4415
C -0.946 -2.823 1.295 0.2180
C -0.523 -4.027 1.820 -0.2313
C 0.223 -4.876 1.017 -0.0995
C 0.494 -4.498 -0.287 -0.2295
C 0.035 -3.276 -0.734 0.0970
N -0.670 -2.442 0.041 -0.5319
H -2.554 -2.333 2.629 0.2306
H -1.085 -1.374 2.861 0.2518
H -4.300 -1.337 0.986 0.2331
H -3.141 -2.274 0.037 0.2574
H -5.581 -0.761 -1.220 0.2500
H -5.631 0.866 -3.108 0.2526
H -3.580 2.209 -3.597 0.2562
H -1.548 1.822 -2.217 0.2265
H -3.013 0.125 2.999 0.2412
H -3.558 0.848 1.494 0.2433
H -2.221 2.391 3.845 0.2474
H -0.470 4.152 3.671 0.2502
H 1.062 4.127 1.693 0.2527
H 0.818 2.314 0.022 0.2500
H -0.774 -4.293 2.838 0.2434
H 0.584 -5.818 1.406 0.2481
H 1.066 -5.130 -0.951 0.2516
H 0.236 -2.946 -1.740 0.2202
N 6.132 3.331 1.574 -0.7574
C 5.146 2.469 1.240 0.2336
C 4.372 1.844 2.236 -0.2716
C 3.369 0.967 1.894 -0.1613
C 3.123 0.698 0.549 -0.4033
C 3.877 1.307 -0.458 -0.1484
C 4.870 2.190 -0.114 -0.2681
S 1.926 -0.449 0.100 2.2987
O 0.960 -0.604 1.217 -0.9487
O 2.488 -1.645 -0.446 -0.8864
N 0.908 0.278 -0.979 -0.9096
C 0.826 -0.276 -2.275 0.5382
N -0.368 -0.809 -2.481 -0.5589
C -0.617 -1.290 -3.703 0.0911
C 0.352 -1.254 -4.685 -0.3024
C 1.580 -0.696 -4.338 0.1212
N 1.826 -0.190 -3.131 -0.4439
H 6.381 3.484 2.534 0.4064
H 6.728 3.732 0.873 0.4077
H 4.577 2.052 3.278 0.2278
H 2.779 0.484 2.662 0.2386
H 3.681 1.081 -1.500 0.2495
H 5.458 2.669 -0.886 0.2317
H -1.598 -1.718 -3.875 0.2145
H 0.170 -1.643 -5.675 0.2531
H 2.392 -0.648 -5.053 0.2253
```

## Properties
Energy relative to the best compared isomer or geometry (same formula, charge and spin) in kcal/mol: 21.52
Highest occupied orbital energy (spin up / spin down) in eV: -12.8086 / -12.8091
Frontier orbital gap (spin up / spin down) in eV: 6.2 / 6.2
Net charge: +2



(7)
Below is a 2-piece molecular cluster, C5H15NO overall, with properties calculated with wB97M-V/def2-TZVPD.

```
22
Properties=species:S:1:pos:R:3:nbo_charge:R:1
C -1.638 -0.876 -2.043 -0.4060
N -1.123 -0.472 -0.746 -0.4510
C -0.900 -1.588 0.104 -0.4209
C 1.118 -0.140 -1.757 -0.6449
C 0.002 0.452 -0.890 -0.0328
C 0.591 0.840 0.482 -0.6188
H -0.980 -1.667 -2.433 0.1626
H -1.600 -0.043 -2.740 0.1992
H -2.645 -1.254 -1.935 0.1996
H -0.797 -1.317 1.150 0.2045
H -1.700 -2.333 0.033 0.2024
H -0.073 -2.272 -0.192 0.1555
H 2.078 0.356 -1.643 0.2130
H 1.299 -1.174 -1.479 0.2044
H 0.905 -0.164 -2.812 0.2042
H -0.374 1.392 -1.299 0.1907
H 1.230 1.711 0.362 0.2156
H 1.033 0.061 1.084 0.2146
H -0.324 1.115 1.033 0.2066
H 1.899 1.860 4.774 0.4646
H 0.599 1.843 4.073 0.4651
O 1.503 1.527 3.960 -0.9283
```

## Properties
Energy relative to the best compared isomer or geometry (same formula, charge and spin) in kcal/mol: 27.82
Highest occupied orbital energy in eV: -8.1496
Frontier orbital gap in eV: 9.0
Structure (SMILES): CC(C)N(C)C.O



Maximum force in Eh/bohr, matching the order above: 0.1330; 0.0574; 0.0302; 0.0058; 0.0162; 0.0624; 0.0391
Electronic energy in eV, matching the order above: -11501.5154; -9023.5067; -42590.9210; -5343.4582; -10684.8570; -93939.5652; -8965.1522